Density functional theory data (ωB97M-V with the def2-TZVPD basis set) for C44H44BrN2O6PtSi as an isolated structure.

The geometry in XYZ format:
```
99
Properties=species:S:1:pos:R:3:forces:R:3:lowdin_charge:R:1
Pt -0.03449 -0.00092 0.33714 -0.4 -0.3 0.1 1.559
C -3.61186 -2.60028 -4.92145 0.0 0.0 0.0 -0.048
O -4.54342 -1.99996 -4.02575 0.0 0.0 0.0 -0.045
C -4.07523 -1.41063 -2.92300 0.0 0.0 0.0 -0.263
C -5.06011 -0.80766 -2.10156 0.0 0.0 0.0 0.015
C -4.67242 -0.16732 -0.97151 0.0 0.0 0.0 -0.002
C -3.31094 -0.10754 -0.55616 0.1 0.1 -0.1 -0.100
C -2.97694 0.48215 0.69064 0.0 -0.4 0.0 -0.322
C -3.93600 1.34236 1.45726 0.0 -0.1 0.1 0.032
O -1.87461 0.28421 1.27982 0.0 0.6 0.0 -0.153
C -2.33520 -0.72512 -1.39007 0.0 0.0 0.1 -0.314
O -1.04130 -0.72753 -1.19407 0.1 0.0 -0.1 -0.181
C -2.74138 -1.36308 -2.57554 0.0 0.0 0.0 0.066
H -4.20121 -2.98701 -5.74602 0.0 0.0 0.0 0.099
H -3.07822 -3.41827 -4.43456 0.0 0.0 0.0 0.100
H -2.90043 -1.86069 -5.29209 0.0 0.0 0.0 0.100
H -6.09657 -0.87214 -2.39902 0.0 0.0 0.0 0.126
H -5.43105 0.27670 -0.34333 0.0 0.0 0.0 0.113
H -4.77744 1.69018 0.86899 0.0 0.0 0.0 0.079
H -3.37310 2.20160 1.82258 0.0 0.0 0.0 0.101
H -4.30309 0.79392 2.32764 0.0 0.0 0.0 0.109
H -1.96540 -1.79886 -3.18675 0.0 0.0 0.0 0.123
C 3.02896 1.91822 -0.59551 0.0 0.1 0.0 -0.152
Si 2.56325 0.44376 -1.66001 -0.2 -0.1 0.0 0.458
C 4.18682 -0.31395 -2.23807 0.0 0.0 0.0 -0.169
C 1.61951 0.93119 -3.20374 0.1 0.0 0.0 -0.145
N 1.57199 -0.64743 -0.67396 0.3 0.1 0.0 -0.166
C 1.51985 -2.03786 -0.78114 0.0 0.2 -0.2 -0.279
C 2.18629 -2.76005 -1.78123 0.0 -0.1 0.1 -0.028
C 2.18068 -4.14579 -1.81128 0.0 0.0 0.0 -0.076
C 1.49433 -4.87859 -0.85661 0.0 0.0 0.0 -0.086
C 0.77798 -4.19763 0.11715 0.0 0.0 0.0 -0.028
C 0.78008 -2.82081 0.11541 0.0 0.0 0.0 -0.218
O 0.05502 -2.08712 1.07338 0.1 0.0 0.1 -0.118
C -1.13230 -2.60061 1.60787 0.0 0.0 -0.1 -0.269
C -1.34471 -2.37546 2.95371 0.0 0.0 0.0 -0.006
C -2.54660 -2.77875 3.51776 0.0 0.0 0.0 -0.057
C -3.51243 -3.39597 2.73495 0.0 0.0 0.0 -0.072
C -3.27796 -3.60572 1.38193 0.0 0.0 0.0 -0.049
C -2.08232 -3.20492 0.80343 0.0 0.0 0.0 -0.011
H 2.56805 2.83844 -0.95681 0.0 0.0 0.0 0.034
H 4.11227 2.06329 -0.62402 0.0 0.0 0.0 0.033
H 2.72403 1.77185 0.43966 0.0 0.0 0.0 -0.003
H 4.88931 0.50958 -2.39325 0.0 0.0 0.0 0.041
H 4.09153 -0.83241 -3.19230 0.0 0.0 0.0 0.030
H 4.63263 -1.00386 -1.52262 0.0 0.0 0.0 0.008
H 1.88778 1.93472 -3.54302 0.0 0.0 0.0 0.042
H 0.54689 0.90832 -3.02817 0.0 0.0 0.0 0.002
H 1.83781 0.23663 -4.01826 0.0 0.0 0.0 0.034
H 2.70926 -2.22737 -2.55662 0.0 0.0 0.0 0.081
H 2.71142 -4.65424 -2.60603 0.0 0.0 0.0 0.109
H 1.49178 -5.95947 -0.87743 0.0 0.0 0.0 0.106
H 0.20863 -4.73259 0.86597 0.0 0.0 0.0 0.129
H -0.58799 -1.86058 3.53327 -0.1 0.0 -0.1 0.104
H -2.72775 -2.60726 4.57075 0.0 0.0 0.0 0.111
H -4.44696 -3.71360 3.17729 0.0 0.0 0.0 0.108
H -4.03229 -4.07910 0.76727 0.0 0.0 0.0 0.114
H -1.89300 -3.34794 -0.25230 0.0 0.0 0.0 0.130
C 1.81615 -2.15256 4.99308 0.0 0.0 0.0 -0.037
O 2.36274 -1.23141 4.05554 0.1 0.0 0.0 -0.084
C 3.01449 -1.72905 2.98058 0.0 0.0 0.1 -0.209
C 2.99639 -3.07352 2.62212 0.0 0.0 0.0 0.000
C 3.75629 -3.53289 1.56080 0.0 0.0 0.0 -0.058
C 4.54529 -2.65664 0.83154 0.0 0.0 0.0 -0.069
C 4.56632 -1.32108 1.17854 0.0 0.0 0.0 -0.022
C 3.80852 -0.84534 2.24010 -0.2 0.1 -0.2 -0.144
N 4.04346 0.50226 2.61740 0.1 0.0 0.4 0.152
C 3.44987 1.32796 3.46329 0.0 0.0 -0.4 0.026
C 2.09967 1.47954 3.80889 -0.1 -0.1 0.1 -0.140
C 1.85587 2.23172 4.98987 0.0 0.0 0.0 -0.023
C 0.59285 2.46596 5.44134 0.0 0.0 0.0 -0.070
C -0.48145 1.97331 4.67984 0.0 0.0 0.0 -0.035
C -0.29471 1.29063 3.50460 0.0 -0.1 0.1 -0.007
C 1.00083 1.01377 3.01352 0.0 0.2 0.0 -0.327
O 1.25278 0.47218 1.85678 -0.1 -0.1 0.1 -0.193
H 1.44156 -1.54828 5.81494 0.0 0.0 0.0 0.105
H 2.58412 -2.83762 5.35648 0.0 0.0 0.0 0.107
H 0.99312 -2.72165 4.55696 0.1 0.0 0.0 0.076
H 2.39574 -3.77120 3.18732 0.0 0.0 0.0 0.118
H 3.73219 -4.58312 1.30650 0.0 0.0 0.0 0.116
H 5.14238 -3.01356 0.00398 0.0 0.0 0.0 0.116
H 5.19082 -0.62400 0.63131 0.0 0.0 0.0 0.117
H 4.96234 0.81084 2.32833 0.1 -0.1 0.2 0.163
H 4.13637 2.03693 3.91898 0.0 0.1 -0.2 0.150
H 2.71114 2.60030 5.54426 0.0 0.0 0.0 0.121
H 0.41723 3.02452 6.34907 0.0 0.0 0.0 0.109
H -1.49471 2.15965 5.01545 0.0 0.0 0.0 0.116
H -1.14572 0.96487 2.93177 0.0 0.0 0.1 0.081
Br -0.87249 6.36524 -1.53667 0.0 0.0 0.0 0.763
C -0.62474 4.56621 -1.01906 0.0 0.0 0.0 -0.694
C -1.13895 3.54812 -1.80053 0.0 0.0 0.0 -0.105
C -0.94225 2.22540 -1.42386 0.0 0.0 0.0 -0.098
C -0.22999 1.91173 -0.27155 0.2 0.0 -0.1 -0.247
C 0.26375 2.95034 0.51086 -0.1 0.0 0.1 -0.102
C 0.06781 4.27394 0.14232 0.0 0.0 0.0 -0.112
H -1.68996 3.77696 -2.70248 0.0 0.0 0.0 0.109
H -1.35946 1.45590 -2.05383 0.0 0.0 0.0 0.094
H 0.80836 2.75929 1.42044 0.0 0.0 0.0 0.090
H 0.46009 5.07138 0.75864 0.0 0.0 0.0 0.109
```
Forces are in eV/Å.

Calculated values
Gap between HOMO and LUMO ... 6.3529 eV
HOMO energy ... -9.8 eV
Charge ... +1


Density functional theory data (ωB97M-V with the def2-TZVPD basis set) for a 3-piece molecular cluster, C6H12Cl6 overall in a non-equilibrium geometry.

The geometry in XYZ format:
```
24
Properties=species:S:1:pos:R:3:forces:R:3:lowdin_charge:R:1
Cl 4.36309 15.05653 -0.80735 0.0 -0.4 1.0 0.485
C 4.58492 13.92934 0.60717 -0.6 -0.8 0.2 -0.635
C 3.25813 13.62357 1.42649 1.6 0.6 -2.0 -0.591
Cl 2.09473 12.78027 0.30653 0.4 0.5 0.9 0.493
H 5.36763 14.29597 1.27131 -0.3 0.5 0.0 0.064
H 5.00545 13.02130 0.17505 -0.3 -0.1 0.0 0.052
H 2.90533 14.60745 1.73564 -0.6 -0.4 0.1 0.064
H 3.51364 12.98392 2.27127 -0.2 0.0 -0.2 0.068
Cl -9.86276 10.69137 13.48810 0.1 0.0 -0.3 0.517
C -8.82228 10.36293 12.03210 -0.1 1.3 1.1 -0.644
C -8.76095 8.89126 11.85838 -0.3 -1.1 -1.3 -0.651
Cl -7.44205 8.45305 10.66673 -0.5 0.2 0.6 0.501
H -7.88839 10.88370 12.24365 0.1 -0.4 -0.1 0.066
H -9.32146 10.86199 11.20152 0.2 -0.2 0.0 0.074
H -9.70182 8.62736 11.37544 0.1 -0.3 -0.1 0.069
H -8.69004 8.23689 12.72721 0.5 0.6 0.1 0.070
Cl 0.97767 8.74473 8.35748 -0.4 0.0 0.9 0.484
C -0.20174 8.64452 9.75234 -0.1 -0.4 -0.3 -0.622
C 0.00258 7.38149 10.63145 -1.1 1.3 -1.3 -0.691
Cl 1.43435 7.48819 11.64134 0.1 -0.3 0.0 0.563
H -1.17839 8.58490 9.27203 0.0 -0.3 0.0 0.060
H -0.23515 9.59564 10.28371 0.6 -0.2 0.1 0.067
H -0.03220 6.54044 9.93898 0.7 -0.2 0.3 0.070
H -0.90405 7.28130 11.22820 0.2 0.1 0.4 0.070
```
Forces are in eV/Å.

Calculated values
Energy relative to the best compared isomer or geometry (same formula, charge and spin) ... 19.2 kcal per mole
Gap between HOMO and LUMO ... 11.2771 eV
SMILES ... ClCCCl.ClCCCl.ClCCCl
HOMO energy ... -10.8 eV


> Look up the gap between HOMO and LUMO of the first one.

6.3529 eV


> What is the HOMO energy in the first record?

-9.8 eV


> Among the records above, which one has the lowest HOMO energy?

C6H12Cl6